This record from the Open Molecules 2025 dataset describes C38H30FN7O9S2Sc as an isolated structure at a distorted geometry. The level of theory is ωB97M-V/def2-TZVPD.

The HOMO energy is -4.2 eV. The total energy is -4183.80447 Eh. The value obtained for the strongest force on any atom is 1.5 eV/A. For the relative energy (zero: lowest compared OMol25 entry of this formula, charge and spin), the calculation gives 2.3 kcal per mole. The calculation puts the orbital gap at 5.8 eV. The charge is -1.

Element x y z (Å)
Sc (0.403, -0.742, -0.559)
C (-2.355, 1.866, 2.019)
C (-1.211, 1.689, 1.057)
O (-0.747, 0.569, 0.857)
N (-0.724, 2.784, 0.462)
C (0.391, 2.732, -0.486)
C (1.703, 2.378, 0.174)
C (2.619, 3.376, 0.468)
C (3.811, 3.043, 1.094)
C (4.036, 1.720, 1.417)
C (3.066, 0.782, 1.089)
N (1.930, 1.092, 0.474)
H (-3.190, 1.259, 1.671)
H (-2.674, 2.902, 2.122)
H (-2.048, 1.476, 2.988)
H (-1.123, 3.674, 0.699)
H (0.469, 3.715, -0.944)
H (0.161, 2.021, -1.276)
H (2.401, 4.400, 0.193)
H (4.545, 3.805, 1.319)
H (4.946, 1.396, 1.903)
H (3.212, -0.260, 1.324)
F (-2.827, -5.574, -4.200)
C (-2.476, -4.336, -4.627)
C (-1.471, -3.707, -3.954)
C (-1.023, -2.450, -4.367)
C (-0.172, -1.660, -3.484)
O (-0.045, -2.025, -2.299)
C (0.328, -0.443, -4.052)
C (-0.161, -0.037, -5.255)
N (-1.102, -0.681, -5.975)
C (-1.719, -0.033, -7.106)
C (-1.978, 1.439, -7.044)
C (-3.124, 0.475, -6.953)
C (-1.559, -1.910, -5.535)
C (-2.618, -2.551, -6.178)
C (-3.178, -3.722, -5.687)
N (-4.408, -4.201, -6.189)
C (-5.283, -3.141, -6.718)
C (-5.685, -2.172, -5.606)
N (-6.260, -2.856, -4.427)
C (-5.619, -4.138, -4.056)
C (-5.241, -4.984, -5.259)
C (1.149, 0.581, -3.312)
O (1.524, 1.585, -3.914)
O (1.329, 0.352, -2.070)
H (-1.039, -4.164, -3.073)
H (0.180, 0.915, -5.634)
H (-1.431, -0.449, -8.064)
H (-1.832, 2.000, -7.956)
H (-1.710, 1.961, -6.137)
H (-3.790, 0.374, -7.799)
H (-3.568, 0.351, -5.972)
H (-3.072, -2.055, -7.017)
H (-6.158, -3.636, -7.145)
H (-4.809, -2.608, -7.540)
H (-6.424, -1.452, -5.960)
H (-4.826, -1.600, -5.255)
H (-7.252, -3.007, -4.563)
H (-5.992, -2.080, -3.194)
H (-6.297, -4.663, -3.384)
H (-4.726, -3.901, -3.476)
H (-6.132, -5.281, -5.816)
H (-4.739, -5.892, -4.948)
S (1.105, -2.285, 1.401)
C (2.837, -2.497, 1.339)
C (3.553, -2.712, 2.511)
C (4.937, -2.881, 2.508)
C (5.631, -3.077, 3.744)
N (6.184, -3.241, 4.741)
C (5.621, -2.839, 1.283)
C (4.915, -2.630, 0.106)
C (3.528, -2.445, 0.095)
S (2.651, -2.149, -1.350)
C (7.046, -2.997, 1.229)
N (8.188, -3.130, 1.176)
H (3.021, -2.741, 3.453)
H (5.452, -2.592, -0.832)
O (-5.797, -1.899, -2.205)
C (-4.563, -1.592, -1.892)
C (-3.688, -0.737, -2.644)
O (-3.892, -0.235, -3.760)
C (-2.496, -0.567, -1.783)
C (-2.560, -1.587, -0.710)
O (-1.599, -1.845, 0.000)
C (-3.940, -2.152, -0.700)
O (-4.427, -2.919, 0.110)
O (-1.548, 0.211, -1.869)

Löwdin atomic charge list, values in e, 2 entries: number 1, Sc, carries 0.820; number 2, C, carries 0.033

***

This record from the Open Molecules 2025 dataset describes C38H31BN7O5SW as an isolated structure. The level of theory is ωB97M-V/def2-TZVPD.

The HOMO energy (alpha / beta) is -16.6 / -16.6 eV. The total energy is -2715.36877 Eh. The value obtained for the strongest force on any atom is 1.0 eV/A. For the relative energy (zero: lowest compared OMol25 entry of this formula, charge and spin), the calculation gives 1.9 kcal per mole. The calculation puts the orbital gap (alpha / beta) at 4.7 / 4.7 eV. The charge is +3.

Element x y z (Å)
W (0.407, -0.035, 0.393)
C (-4.509, 1.687, 1.622)
C (-3.531, 1.077, 0.690)
C (-3.716, 0.644, -0.622)
C (-2.495, 0.177, -1.068)
N (-1.592, 0.286, -0.045)
N (-2.245, 0.864, 1.018)
B (-1.456, 1.199, 2.297)
N (-0.871, -0.163, 2.800)
N (-0.499, -1.136, 1.867)
C (-0.402, -2.329, 2.564)
C (-0.614, -2.069, 3.901)
C (-0.904, -0.710, 4.021)
C (-1.287, 0.052, 5.234)
C (-0.271, -3.657, 1.964)
C (-0.861, -3.956, 0.733)
C (-0.823, -5.252, 0.247)
C (-0.195, -6.252, 0.980)
C (0.387, -5.962, 2.209)
C (0.343, -4.672, 2.706)
N (-0.295, 2.156, 1.849)
N (0.278, 1.993, 0.602)
C (1.033, 3.118, 0.342)
C (0.975, 3.935, 1.463)
C (0.156, 3.312, 2.389)
C (-0.268, 3.780, 3.730)
C (1.676, 3.386, -0.932)
C (1.173, 2.856, -2.126)
C (1.768, 3.184, -3.330)
C (2.860, 4.044, -3.353)
C (3.356, 4.591, -2.174)
C (2.763, 4.271, -0.969)
C (-2.098, -0.269, -2.393)
C (-0.755, -0.489, -2.663)
C (-0.278, -0.804, -3.917)
C (-1.205, -0.925, -4.950)
C (-2.559, -0.737, -4.706)
C (-3.011, -0.403, -3.438)
H (-5.484, 1.746, 1.147)
H (-4.201, 2.694, 1.907)
H (-4.602, 1.089, 2.530)
H (-4.632, 0.700, -1.184)
H (-2.109, 1.701, 3.143)
H (-0.666, -2.795, 4.694)
H (-1.203, -0.580, 6.114)
H (-2.317, 0.404, 5.158)
H (-0.639, 0.919, 5.366)
H (-1.389, -3.188, 0.180)
H (-1.304, -5.490, -0.692)
H (-0.177, -7.265, 0.601)
H (0.863, -6.746, 2.783)
H (0.798, -4.450, 3.663)
H (1.409, 4.917, 1.562)
H (0.143, 4.765, 3.930)
H (0.091, 3.097, 4.502)
H (-1.355, 3.835, 3.798)
H (0.289, 2.228, -2.118)
H (1.370, 2.793, -4.256)
H (3.320, 4.303, -4.298)
H (4.200, 5.265, -2.202)
H (3.150, 4.697, -0.050)
H (-0.036, -0.408, -1.830)
H (0.779, -0.940, -4.107)
H (-0.864, -1.163, -5.949)
H (-3.268, -0.841, -5.515)
H (-4.069, -0.245, -3.274)
O (5.863, 2.622, 1.126)
C (4.890, 1.970, 0.985)
C (4.294, 1.473, -0.383)
O (4.766, 1.544, -1.469)
C (3.001, 0.859, 0.039)
C (2.855, 0.780, 1.380)
O (1.733, 0.134, 1.772)
C (3.911, 1.510, 2.128)
O (3.977, 1.747, 3.290)
O (1.953, 0.412, -0.670)
S (2.905, -3.881, 0.174)
C (2.161, -3.688, -1.347)
C (1.301, -2.649, -1.325)
N (1.248, -1.978, -0.110)
C (2.094, -2.541, 0.756)
H (2.370, -4.361, -2.163)
H (0.669, -2.350, -2.141)
H (2.239, -2.176, 1.761)

Löwdin atomic charge list, values in e, 2 entries: number 1, W, carries 2.065; number 2, C, carries 0.030

***

This record from the Open Molecules 2025 dataset describes C38H31Cl5GeNO3S2Sc as an isolated structure. The level of theory is ωB97M-V/def2-TZVPD.

The HOMO energy is 0.5 eV. The total energy is -7682.22241 Eh. The value obtained for the strongest force on any atom is 0.9 eV/A. For the relative energy (zero: lowest compared OMol25 entry of this formula, charge and spin), the calculation gives 35.0 kcal per mole. The calculation puts the orbital gap at 3.1 eV. The charge is -2.

Element x y z (Å)
Sc (-1.344, 0.263, 0.610)
Cl (-1.575, -0.054, 3.717)
C (0.029, 0.586, 3.833)
C (0.865, 0.454, 2.654)
C (2.032, 1.302, 2.770)
Cl (2.865, 1.756, 1.310)
C (2.459, 1.864, 3.958)
Cl (3.957, 2.747, 4.013)
C (1.706, 1.756, 5.121)
Cl (2.302, 2.324, 6.648)
C (0.446, 1.153, 5.011)
Cl (-0.586, 1.114, 6.408)
S (-1.741, -1.060, -1.756)
C (-1.339, -0.062, -3.047)
N (-0.975, 1.196, -3.017)
C (-0.790, 1.886, -4.274)
C (-0.551, 0.803, -5.326)
S (-1.403, -0.675, -4.693)
H (-0.787, 1.649, -2.100)
H (0.054, 2.568, -4.183)
H (-1.684, 2.475, -4.499)
H (0.509, 0.575, -5.433)
H (-0.972, 1.076, -6.292)
C (-4.310, -1.102, 0.779)
C (-4.173, 0.383, 0.640)
O (-2.982, 0.936, 1.146)
C (-5.183, 1.184, 0.184)
C (-5.079, 2.631, 0.130)
C (-6.110, 3.413, -0.317)
C (-7.332, 2.878, -0.760)
C (-7.457, 1.485, -0.730)
C (-6.449, 0.657, -0.291)
H (-3.449, -1.525, 1.320)
H (-4.380, -1.638, -0.178)
H (-5.198, -1.395, 1.360)
H (-4.153, 3.085, 0.457)
H (-5.971, 4.492, -0.332)
H (-8.136, 3.512, -1.111)
H (-8.383, 1.031, -1.074)
H (-6.602, -0.414, -0.316)
C (-0.853, 3.766, 1.074)
C (-0.580, 3.187, -0.289)
O (-0.326, 3.880, -1.264)
O (-0.590, 1.884, -0.361)
H (-1.191, 4.795, 0.976)
H (0.081, 3.747, 1.640)
H (-1.598, 3.177, 1.612)
C (0.487, -0.388, 1.602)
Ge (1.822, -1.114, 0.452)
C (1.328, -3.043, 0.243)
C (0.008, -3.482, 0.322)
C (-0.330, -4.822, 0.187)
C (0.661, -5.770, -0.022)
C (1.986, -5.364, -0.087)
C (2.308, -4.019, 0.047)
C (3.593, -1.321, 1.316)
C (3.625, -1.729, 2.649)
C (4.827, -1.870, 3.328)
C (6.026, -1.611, 2.678)
C (6.012, -1.206, 1.351)
C (4.804, -1.057, 0.683)
C (2.228, -0.533, -1.403)
C (2.690, -1.467, -2.332)
C (3.057, -1.088, -3.617)
C (2.973, 0.243, -4.000)
C (2.499, 1.183, -3.096)
C (2.121, 0.796, -1.816)
H (-0.784, -2.766, 0.529)
H (-1.368, -5.124, 0.254)
H (0.404, -6.819, -0.122)
H (2.773, -6.096, -0.232)
H (3.352, -3.725, 0.011)
H (2.691, -1.921, 3.166)
H (4.828, -2.169, 4.369)
H (6.966, -1.712, 3.207)
H (6.944, -0.992, 0.840)
H (4.805, -0.721, -0.349)
H (2.754, -2.511, -2.053)
H (3.411, -1.834, -4.319)
H (3.273, 0.543, -4.998)
H (2.425, 2.226, -3.383)
H (1.729, 1.537, -1.135)

Löwdin atomic charge list, values in e, 2 entries: number 1, Sc, carries 0.737; number 2, Cl, carries 0.726